(1)
{"formula": "C6H13N", "method": "ωB97M-V/def2-TZVPD", "symbols": ["C", "C", "C", "N", "C", "C", "C", "H", "H", "H", "H", "H", "H", "H", "H", "H", "H", "H", "H", "H"], "coordinates": [[2.93939, -0.12060, 0.03685], [1.42274, -0.26400, 0.08333], [0.72058, 0.41387, -1.08534], [-0.70341, 0.11289, -1.07790], [-1.53570, 1.11247, -1.17052], [-2.01912, 0.69733, 0.80372], [-2.43914, -0.65776, 1.28273], [3.24065, 0.93338, 0.06009], [3.35065, -0.56434, -0.87752], [3.40738, -0.62059, 0.89080], [1.13419, -1.32192, 0.07518], [1.02724, 0.16398, 1.01299], [1.13425, 0.00317, -2.02280], [0.94493, 1.49790, -1.10004], [-2.55125, 0.94147, -1.50911], [-1.16138, 2.14152, -1.32692], [-1.13496, 0.95404, 1.40941], [-2.76804, -0.33147, 2.29330], [-3.31449, -1.12701, 0.82138], [-1.64387, -1.40703, 1.40751]], "forces_ev_per_angstrom": [[0.07, 0.01, -0.01], [-0.04, -0.03, 0.09], [0.09, 0.02, 0.12], [-0.27, 0.17, 0.25], [-0.12, -0.17, 0.18], [0.56, -0.05, -0.53], [-0.04, 0.12, -0.11], [-0.04, -0.14, 0.00], [-0.06, 0.06, 0.13], [-0.05, 0.08, -0.13], [0.07, 0.12, 0.04], [0.10, -0.09, -0.08], [-0.19, 0.05, 0.19], [-0.18, -0.16, 0.09], [0.05, -0.12, 0.07], [-0.21, -0.24, 0.44], [0.17, 0.10, -0.49], [0.11, -0.24, -0.10], [0.20, 0.28, -0.20], [-0.20, 0.23, 0.06]], "e_above_lowest_ev": 4.555, "spin_multiplicity": 1, "orbital_gap_ev": 8.5}

=====

(2)
{"formula": "C33H51F5N6OPRhS3Si2Te", "method": "ωB97M-V/def2-TZVPD", "symbols": ["Rh", "C", "Si", "C", "C", "C", "C", "C", "C", "C", "Si", "C", "C", "H", "H", "H", "H", "H", "H", "H", "H", "H", "H", "H", "H", "H", "H", "H", "H", "S", "C", "S", "C", "N", "N", "C", "C", "C", "C", "C", "C", "S", "H", "H", "H", "H", "H", "N", "P", "N", "C", "C", "C", "C", "C", "N", "C", "C", "C", "C", "C", "N", "C", "C", "C", "C", "C", "H", "H", "H", "H", "H", "H", "H", "H", "H", "H", "H", "H", "H", "H", "H", "H", "H", "H", "H", "H", "H", "H", "H", "H", "H", "H", "H", "H", "H", "H", "F", "Te", "F", "F", "F", "F", "O"], "coordinates": [[0.10091, -0.59619, -0.76617], [-0.39627, -3.01930, 1.75410], [0.16020, -1.22845, 1.42665], [-0.86244, -0.19778, 2.65216], [1.95379, -1.16484, 2.08217], [2.33369, -1.15288, 3.42696], [3.67189, -1.12186, 3.79543], [4.65847, -1.11889, 2.81309], [4.29260, -1.13398, 1.47457], [2.94827, -1.14430, 1.09506], [2.30522, -1.10380, -0.69847], [2.72396, -2.79746, -1.44175], [3.45782, 0.09736, -1.61601], [-0.28386, -3.24492, 2.82064], [0.18461, -3.74424, 1.17845], [-1.44743, -3.14631, 1.48081], [-0.60250, -0.40099, 3.69598], [-1.92979, -0.40554, 2.52765], [-0.69368, 0.85550, 2.43538], [1.57391, -1.16185, 4.20376], [3.94932, -1.09569, 4.84414], [5.70618, -1.09638, 3.09432], [5.07019, -1.11701, 0.71534], [3.81372, -2.87297, -1.53304], [2.28973, -2.91115, -2.43742], [2.37097, -3.61774, -0.81496], [4.50659, -0.15376, -1.42566], [3.29169, 1.13211, -1.32181], [3.28002, 0.01880, -2.69215], [-5.87278, -5.13433, -0.13741], [-4.24765, -4.96140, -0.48544], [-3.66408, -3.78991, -1.61961], [-2.02067, -4.27271, -1.29400], [-1.92832, -5.21390, -0.41484], [-3.17434, -5.60181, 0.03382], [-3.15794, -6.56588, 1.08199], [-4.16071, -7.51865, 1.20976], [-4.09611, -8.43843, 2.24699], [-3.04203, -8.41852, 3.14749], [-2.03577, -7.47378, 2.99810], [-2.08470, -6.54881, 1.96843], [-0.57990, -3.69771, -2.06940], [-4.97735, -7.53467, 0.50699], [-4.88199, -9.17748, 2.34463], [-3.00221, -9.13568, 3.95831], [-1.20389, -7.44729, 3.69078], [-1.30411, -5.81250, 1.84078], [0.11952, 1.27192, -0.06264], [0.18327, 2.75793, -0.30392], [1.31898, 3.61647, 0.63567], [2.16300, 4.66105, 0.08644], [3.48587, 4.10788, -0.43736], [4.21129, 3.36642, 0.68428], [3.30407, 2.29937, 1.29139], [1.97268, 2.89744, 1.72489], [0.37767, 3.32287, -1.88900], [0.82567, 2.41328, -2.93529], [-0.22994, 2.24899, -4.02128], [-0.64113, 3.60325, -4.58916], [-1.09836, 4.52463, -3.46150], [-0.02104, 4.62395, -2.38298], [-1.24223, 3.60643, 0.09826], [-2.46297, 2.96750, -0.39186], [-3.09683, 2.05335, 0.65334], [-3.34981, 2.82221, 1.94762], [-2.05191, 3.45662, 2.44089], [-1.44313, 4.32479, 1.34114], [2.37668, 5.38840, 0.88707], [1.63192, 5.19787, -0.69653], [4.10608, 4.91499, -0.84215], [3.26049, 3.41839, -1.25601], [4.48536, 4.09166, 1.46356], [5.14181, 2.92113, 0.32050], [3.78971, 1.80581, 2.13768], [3.08844, 1.52900, 0.55373], [2.13169, 3.60006, 2.55917], [1.30945, 2.10396, 2.06545], [1.03703, 1.44711, -2.48835], [1.75853, 2.79837, -3.38341], [-1.09667, 1.74300, -3.58917], [0.14683, 1.58531, -4.80098], [-1.43217, 3.48489, -5.33443], [0.21650, 4.06228, -5.10050], [-2.00837, 4.12175, -3.00781], [-1.32996, 5.52705, -3.83931], [-0.37980, 5.22669, -1.54865], [0.85752, 5.13501, -2.81820], [-2.22104, 2.38832, -1.28460], [-3.17795, 3.75364, -0.68316], [-2.40504, 1.22626, 0.82944], [-4.02594, 1.63258, 0.25992], [-3.78151, 2.17092, 2.71230], [-4.08107, 3.62010, 1.75431], [-1.33809, 2.66957, 2.69494], [-2.22132, 4.05644, 3.34193], [-0.48777, 4.74053, 1.65968], [-2.12750, 5.16671, 1.14113], [-0.92063, -0.96859, -5.34203], [-1.08461, -1.72576, -3.60191], [0.05063, -2.98144, -4.53203], [-2.41983, -0.36642, -3.59351], [-2.53391, -2.77278, -4.19295], [-1.92739, -1.52151, -1.67983], [0.29397, -0.74957, -2.97088]], "forces_ev_per_angstrom": [[0.37, -0.22, 0.64], [0.01, 0.08, -0.11], [-0.03, 0.32, 0.15], [-0.04, -0.13, -0.08], [-0.05, 0.06, 0.01], [-0.02, -0.01, 0.02], [0.02, 0.00, -0.03], [-0.04, -0.01, 0.02], [0.01, -0.02, -0.01], [0.01, -0.01, -0.08], [0.14, 0.29, 0.15], [-0.06, 0.10, 0.00], [-0.18, -0.10, -0.19], [0.00, 0.00, 0.00], [0.00, 0.02, -0.01], [0.00, -0.01, 0.01], [0.02, -0.04, -0.01], [0.01, 0.03, 0.00], [0.03, -0.05, 0.03], [0.00, 0.01, 0.00], [0.00, -0.01, 0.00], [0.00, 0.00, 0.00], [0.00, 0.00, 0.00], [0.00, -0.01, 0.04], [-0.01, 0.02, 0.00], [-0.03, 0.00, -0.01], [-0.01, -0.02, 0.02], [0.00, 0.01, -0.09], [-0.01, 0.01, 0.00], [-0.06, -0.04, 0.04], [0.12, 0.07, -0.04], [-0.03, -0.03, 0.09], [0.13, 0.18, -0.02], [0.03, -0.12, 0.00], [-0.09, -0.01, 0.00], [-0.01, 0.05, -0.04], [0.05, -0.03, -0.01], [-0.01, 0.01, -0.01], [-0.01, -0.01, 0.00], [0.01, 0.01, 0.00], [-0.03, 0.00, 0.04], [0.32, -0.76, 0.13], [-0.02, 0.02, 0.00], [0.00, 0.00, 0.00], [0.00, 0.00, 0.00], [0.00, -0.01, 0.00], [-0.02, 0.03, 0.00], [0.31, -0.57, -0.01], [-0.27, 0.50, -0.12], [0.08, -0.22, -0.09], [-0.04, 0.04, -0.02], [-0.01, -0.01, 0.04], [-0.01, 0.00, -0.01], [0.00, 0.08, 0.09], [-0.04, 0.02, 0.02], [0.02, -0.14, 0.12], [0.02, 0.04, -0.03], [0.04, -0.03, 0.01], [-0.01, -0.01, 0.03], [0.01, -0.01, 0.00], [-0.01, 0.03, 0.01], [0.08, -0.13, 0.00], [-0.01, 0.00, 0.00], [0.00, 0.02, -0.04], [0.03, 0.00, 0.00], [0.01, 0.01, -0.03], [-0.01, 0.01, 0.01], [-0.01, 0.01, 0.00], [0.03, -0.01, 0.03], [-0.01, 0.01, 0.02], [0.02, 0.00, -0.04], [0.03, -0.01, -0.01], [-0.01, -0.01, -0.01], [0.00, -0.01, 0.01], [0.00, -0.01, 0.07], [-0.01, 0.01, 0.00], [-0.01, -0.02, 0.02], [0.06, -0.07, 0.00], [0.00, 0.00, 0.02], [-0.01, -0.01, 0.00], [0.01, -0.01, 0.00], [0.01, 0.00, -0.01], [-0.01, 0.00, 0.00], [0.00, 0.01, 0.00], [0.00, 0.00, 0.01], [-0.01, 0.00, -0.02], [0.00, 0.00, 0.01], [-0.01, 0.02, -0.02], [0.00, 0.00, 0.01], [-0.03, 0.03, 0.00], [-0.01, 0.00, -0.01], [0.02, -0.02, -0.01], [-0.02, -0.01, 0.03], [-0.03, 0.06, 0.04], [-0.01, 0.02, -0.01], [-0.02, 0.00, 0.00], [0.00, 0.00, 0.00], [-0.18, -0.09, -0.17], [-0.43, 0.25, 0.14], [0.08, 0.01, -0.16], [-0.11, 0.34, -0.43], [-0.10, -0.14, -0.07], [-0.23, 0.15, -0.10], [0.26, 0.19, 0.01]], "e_above_lowest_ev": 1.256, "spin_multiplicity": 1, "orbital_gap_ev": 6.4, "charge": -2}